The following is a quantum chemistry calculation of one molecule with the formula C4H8N2S2, from OMol25.

Cartesian coordinates (Å):
H: 0.78688 -1.19374 -0.84422
H: 0.55252 -0.82452 1.62277
H: 2.31966 2.20152 -0.68826
H: -1.01538 1.87219 -0.40325
N: -1.11097 0.13599 0.70596
C: -0.52347 -0.97334 1.35588
C: -0.66089 -2.31145 0.56084
H: -2.10134 0.17383 0.82159
H: 0.79750 2.74687 -1.51892
C: 1.43214 1.89051 -1.25349
H: -1.13628 -1.13419 2.26151
S: 0.26377 -2.44199 -0.90026
S: -1.64292 -3.46461 1.04254
N: 0.73773 0.88775 -0.49041
H: 1.75301 1.43762 -2.18758
C: -0.45197 0.99756 -0.08470

Calculated values
**E_tot**: -28927.52039 eV
**Energy relative to the best compared isomer or geometry (same formula, charge and spin)**: 76.0 kJ/mol
**SMILES string**: C/N=C/NCC(=S)S
**Orbital gap**: 8.619 eV
**Maximum force**: 2.1 eV Å⁻¹

The following is a quantum chemistry calculation of one molecule with the formula C4H8N2Si, from OMol25.

Cartesian coordinates (Å):
H: 0.30335 2.33384 0.86692
H: -3.10789 -1.19347 -0.15292
H: -1.21668 -2.91765 0.53263
H: 2.51352 -2.05892 -0.54569
H: 2.88232 0.31669 -0.57698
H: 0.39533 2.36142 -0.92985
N: -1.75902 0.26239 -0.38355
N: 0.40689 -0.26332 -0.08949
C: -1.13262 -1.87516 0.30259
Si: 2.05888 -0.70672 0.15359
H: 2.51611 -0.83083 1.46973
C: -0.24608 2.10011 -0.08743
C: -1.99278 -1.01748 -0.13043
H: -1.06087 2.79164 -0.26998
C: -0.56046 0.69748 -0.15915

Calculated values
**E_tot**: -15131.14395 eV
**Energy relative to the best compared isomer or geometry (same formula, charge and spin)**: 347.7 kJ/mol
**Orbital gap**: 7.949 eV
**Maximum force**: 4.1 eV Å⁻¹

The following is a quantum chemistry calculation of an isolated ion of composition C4H8N3 and charge +1, from OMol25.

Cartesian coordinates (Å):
H: 0.86967 -1.22591 1.43370
C: 0.69984 1.03002 1.64515
H: -0.25940 1.28631 1.19894
C: 1.11662 -0.21532 0.89684
H: -1.24627 -1.03526 -3.09654
H: -2.47618 0.43453 0.39934
N: -1.96657 -0.37363 -1.38616
N: -1.98309 -0.21327 -0.23246
H: 2.18478 -0.30434 0.74358
C: -0.98867 -0.61243 -2.13286
H: 1.20562 -0.82632 -2.01110
H: 0.72629 0.79522 2.68351
N: 0.33183 -0.17937 -0.28108
C: 0.32312 -0.52699 -1.43606
H: 1.46239 1.96675 1.57521

Calculated values
**E_tot**: -8736.35588 eV
**Energy relative to the best compared isomer or geometry (same formula, charge and spin)**: 620.0 kJ/mol
**SMILES string**: CC/N=C/C=[N+]=N
**Total charge**: +1
**Orbital gap**: 8.586 eV
**Maximum force**: 4.8 eV Å⁻¹

The following is a quantum chemistry calculation of a 2-piece molecular cluster, C4H8N3 overall, from OMol25.

Cartesian coordinates (Å):
N: -1.52731 -1.28503 -0.32646
H: -1.57601 0.18719 -1.89491
C: -1.83913 -0.04533 -0.79189
H: 2.38106 0.64456 0.93635
N: 1.96856 -0.51428 -0.59928
C: -0.69489 0.29863 1.09435
H: 1.36308 -1.07754 -1.22650
C: -0.86080 -1.09782 0.81340
H: 2.94790 -0.91049 -0.88895
C: 1.53458 0.27800 0.30506
N: -1.33489 0.95519 0.12118
H: -1.16127 1.95585 0.01566
H: -2.97633 0.10794 -0.86831
H: -0.49295 -2.02539 1.34360
H: -0.33614 0.77594 1.92341

Calculated values
**E_tot**: -8737.75981 eV
**Energy relative to the best compared isomer or geometry (same formula, charge and spin)**: 484.5 kJ/mol
**Total charge**: +1
**Orbital gap (alpha / beta)**: 8.222 / 8.223 eV
**Maximum force**: 5.6 eV Å⁻¹

The following is a quantum chemistry calculation of an isolated ion of composition C4H8N3 and charge +1, from OMol25.

Cartesian coordinates (Å):
C: -1.23645 0.13715 -0.22651
H: 0.33280 -2.24600 -0.46106
N: 1.90937 -1.44516 0.74893
H: -1.95663 -0.64151 -0.23876
H: -0.44973 1.55790 -1.56309
N: 0.02126 -0.33029 0.24155
N: 0.98463 0.48667 1.42773
H: -1.59399 1.00549 0.42014
C: -1.21607 0.76138 -1.62480
H: 0.81219 1.43268 1.84851
C: 0.80116 -1.32927 0.04088
H: -2.16851 1.13519 -1.91586
H: 2.77317 -0.34789 2.31002
H: -1.00183 0.18045 -2.47698
C: 1.98863 -0.35678 1.46931

Calculated values
**E_tot**: -8738.57174 eV
**Energy relative to the best compared isomer or geometry (same formula, charge and spin)**: 406.2 kJ/mol
**SMILES string**: CC[n+]1cnc[nH]1
**Total charge**: +1
**Orbital gap**: 10.538 eV
**Maximum force**: 5.7 eV Å⁻¹

The following is a quantum chemistry calculation of an isolated ion of composition C4H8N3 and charge +1, from OMol25.

Cartesian coordinates (Å):
C: -1.36868 -0.55115 -0.14971
N: 3.35712 -0.24483 -0.21454
C: 2.31688 0.46886 0.08431
H: 4.18836 0.30987 -0.24473
C: -1.39596 0.97571 -0.06083
N: -0.01320 1.36510 0.02254
H: -0.03583 -1.21321 1.11442
H: 0.47280 -1.67222 -0.35053
H: -1.68952 1.39296 0.93956
H: -1.75280 -0.92872 -1.09550
N: -0.00503 -0.83443 0.21062
H: -2.14734 -1.08787 0.44148
H: 2.46101 1.48965 0.61313
H: -2.04185 1.33282 -0.93069
C: 0.72991 0.40048 0.10683

Calculated values
**E_tot**: -8734.90008 eV
**Spin multiplicity**: 3
**Energy relative to the best compared isomer or geometry (same formula, charge and spin)**: 234.3 kJ/mol
**Total charge**: +1
**Orbital gap (alpha / beta)**: 7.341 / 7.697 eV
**Maximum force**: 7.1 eV Å⁻¹

The following is a quantum chemistry calculation of a 2-piece molecular cluster, C4H8N3O overall, from OMol25.

Cartesian coordinates (Å):
N: -2.18254 -3.46242 0.09465
H: -0.54970 2.80495 -0.07577
C: -0.36571 2.35625 0.85381
H: 0.41043 -1.55268 -1.74986
N: 1.32017 0.51889 0.18780
C: 0.99602 1.65775 1.10912
H: 1.75746 2.29267 0.87972
H: -0.34234 3.02790 1.62689
H: 2.09571 -1.07468 -2.26562
H: 1.03002 1.47025 2.14859
O: -0.92070 -2.03612 -1.26997
C: 1.26381 -0.24825 -0.68450
H: -3.13871 -3.58223 0.33399
C: -1.65826 -2.66764 -0.67051
N: 1.30988 -1.07772 -1.61277
H: -1.02556 1.57309 1.09444

Calculated values
**E_tot**: -10787.24039 eV
**Energy relative to the best compared isomer or geometry (same formula, charge and spin)**: 295.3 kJ/mol
**Total charge**: +1
**Orbital gap**: 11.963 eV
**Maximum force**: 6.1 eV Å⁻¹

The following is a quantum chemistry calculation of a 2-piece molecular cluster, C4H8N3O overall, from OMol25.

Cartesian coordinates (Å):
N: -0.50878 1.51786 -0.49898
H: 2.22147 -0.70699 -2.68406
H: -2.78436 0.52962 -0.15848
C: 0.50028 -0.32537 -0.78432
C: -0.38253 1.07432 1.93309
N: 0.32158 1.06431 -1.27706
N: 1.84771 -1.44563 -2.10110
H: -0.82342 0.28676 2.55618
O: -2.25891 0.51049 0.76076
H: 2.52069 -1.71634 -1.39588
C: -0.18291 -0.77473 0.20211
H: -1.17156 1.79507 2.20243
C: -0.91629 0.61420 0.57956
H: -0.27213 -1.54617 0.97223
H: 1.25203 -2.20643 -2.46642
H: 0.63714 1.32903 2.15994

Calculated values
**E_tot**: -10783.37854 eV
**Energy relative to the best compared isomer or geometry (same formula, charge and spin)**: 667.9 kJ/mol
**Total charge**: +1
**Orbital gap**: 8.919 eV
**Maximum force**: 4.0 eV Å⁻¹